Record 1
Density functional theory data (the ωB97M-V functional and the def2-TZVPD basis) for C19H14BIrN2O4 as an isolated structure.

Cartesian coordinates (Å):
Ir1 -0.660 0.826 0.324
O1 1.480 1.066 -0.432
O2 -2.484 -1.249 -0.983
O3 -0.743 -2.232 0.150
O4 -0.915 2.652 -2.200
N1 1.076 1.752 -1.541
N2 -0.311 1.665 -1.638
C1 -1.518 -3.187 -0.403
C2 -2.576 -2.590 -1.092
C3 -2.335 -5.329 -1.015
C4 3.328 2.395 -1.957
C5 2.572 3.606 -4.334
C6 4.268 3.002 -2.764
C7 -0.400 -0.197 3.369
C8 -3.385 -4.735 -1.701
C9 -0.241 0.596 4.555
C10 -3.522 -3.343 -1.749
C11 1.598 3.015 -3.557
C12 -0.037 0.021 5.788
C13 -0.134 -2.173 4.803
C14 -0.611 0.371 2.127
C15 -1.377 -4.556 -0.349
C16 0.017 -1.371 5.945
C17 3.921 3.620 -3.966
C18 1.953 2.384 -2.328
C19 -0.332 -1.621 3.560
B1 -1.309 -0.952 -0.200
H1 -0.280 1.674 4.452
H2 -0.432 -2.252 2.685
H3 -4.112 -5.359 -2.208
H4 -2.253 -6.409 -0.993
H5 3.600 1.910 -1.032
H6 2.267 4.078 -5.264
H7 -0.089 -3.254 4.900
H8 4.669 4.092 -4.592
H9 -4.336 -2.867 -2.281
H10 5.307 2.991 -2.446
H11 -0.553 -5.005 0.190
H12 0.177 -1.815 6.920
H13 0.082 0.663 6.656
H14 0.561 3.037 -3.848

Output
* M: 537.360 g mol⁻¹
* orbital gap (spin up / spin down): 4.0 / 5.3 eV
* lowest unoccupied orbital energy (spin up / spin down): 4.76 / 4.76 eV
* net charge: -2
* multiplicity: 5


Record 2
Density functional theory data (the ωB97M-V functional and the def2-TZVPD basis) for C26H36Cl2InOP2Sb as an isolated structure.

Cartesian coordinates (Å):
Sb1 -0.135 -0.043 1.002
In1 2.127 0.549 -0.481
Cl1 4.570 0.690 -0.435
Cl2 1.237 0.066 -3.780
P1 1.178 -2.319 -1.827
P2 0.887 2.628 -2.033
O1 -1.355 -0.115 -3.311
C1 -2.091 -1.103 1.126
C2 2.400 -1.863 4.880
C3 2.762 -3.173 -1.476
C4 -2.052 3.200 3.381
C5 -0.570 1.823 2.083
C6 0.339 3.659 3.340
C7 -1.854 2.128 2.500
C8 2.165 -1.545 2.468
C9 -0.893 -0.103 -5.754
C10 -2.209 -2.234 1.950
C11 0.881 -3.048 -3.491
C12 2.351 3.691 -1.839
C13 -0.406 3.514 -1.112
C14 1.138 -1.288 5.064
C15 -3.143 -0.720 0.295
C16 -0.036 -3.356 -0.931
C17 -4.530 -2.479 1.263
C18 -0.949 3.968 3.818
C19 2.900 -2.000 3.576
C20 -4.388 -1.384 0.378
C21 0.392 -0.849 3.969
C22 -0.608 -0.125 -4.262
C23 0.904 -1.021 2.667
C24 0.529 2.589 2.461
C25 -3.438 -2.909 2.034
C26 0.407 3.077 -3.744
H1 -0.370 0.795 -6.181
H2 -0.251 3.432 -0.020
H3 2.678 -4.215 -1.867
H4 -2.714 1.546 2.193
H5 -3.056 3.438 3.760
H6 0.173 -3.352 0.156
H7 -1.358 -2.607 2.520
H8 -3.019 0.078 -0.440
H9 -0.621 2.765 -3.955
H10 3.878 -2.468 3.417
H11 -1.388 3.068 -1.347
H12 -5.242 -1.044 -0.237
H13 -3.541 -3.773 2.717
H14 0.711 -1.136 6.070
H15 -0.375 4.574 -1.424
H16 -0.494 -1.022 -6.271
H17 2.935 -3.181 -0.392
H18 -0.179 -2.909 -3.749
H19 2.609 -1.537 1.472
H20 2.630 3.746 -0.777
H21 3.196 3.243 -2.395
H22 -0.004 -4.391 -1.318
H23 -1.090 4.795 4.552
H24 1.500 -2.566 -4.256
H25 2.072 4.671 -2.250
H26 1.532 2.351 2.121
H27 2.975 -2.222 5.754
H28 -5.507 -2.990 1.336
H29 -0.571 -0.338 4.146
H30 0.456 4.195 -3.807
H31 1.076 2.633 -4.493
H32 -2.000 -0.027 -6.027
H33 3.580 -2.635 -1.981
H34 1.204 4.241 3.682
H35 1.106 -4.136 -3.414
H36 -1.041 -2.928 -1.076

Output
* M: 734.005 g mol⁻¹
* orbital gap: 6.0 eV
* lowest unoccupied orbital energy: -8.10 eV
* net charge: +2


Record 3
Density functional theory data (the ωB97M-V functional and the def2-TZVPD basis) for an isolated ion of composition C2H2N2PS and charge -1.

Cartesian coordinates (Å):
S1 -1.203 2.200 -1.722
P1 -1.176 1.074 -0.029
N1 0.445 1.111 0.359
N2 -1.154 -0.756 -0.258
C1 0.994 -0.091 0.456
C2 0.047 -1.133 0.158
H1 1.917 -0.175 0.833
H2 0.132 -2.230 0.202

Output
* M: 117.093 g mol⁻¹
* orbital gap: 7.0 eV
* lowest unoccupied orbital energy: 3.86 eV
* net charge: -1
* SMILES: [S-]p1nccn1


Record 4
Density functional theory data (the ωB97M-V functional and the def2-TZVPD basis) for one molecule with the formula C4H8N2OS.

Cartesian coordinates (Å):
S1 -2.817 -0.168 -0.506
O1 1.589 -0.898 -1.352
N1 -1.218 0.173 0.338
N2 0.735 1.572 -0.534
C1 1.106 -0.837 0.038
C2 -0.262 -1.190 0.377
C3 1.419 0.753 0.443
C4 -0.589 1.307 -0.392
H1 0.858 1.037 1.526
H2 -0.241 -1.551 1.565
H3 -0.887 -1.893 -0.260
H4 -1.297 1.941 -0.824
H5 2.583 0.869 0.327
H6 0.879 -0.142 -1.766
H7 1.804 -1.399 0.591
H8 -3.663 0.425 0.430

Output
* M: 132.188 g mol⁻¹
* orbital gap: 9.5 eV
* lowest unoccupied orbital energy: 0.25 eV
* SMILES: O[C@H]1CN=CN(S)C1